C27H88BCrO15 | ωB97M-V with the def2-TZVPD basis set

Last column: Mulliken spin population.
Atoms and positions in Å:
Cr  0.508107  -0.535757  -0.216192  2.917
B  -1.515913  -0.242857  -0.346192  0.014
H  -2.585083  -0.106987  -0.294662  -0.040
H  -1.050313  0.113443  0.559628  0.046
H  -1.241093  -1.263857  -0.561332  0.017
H  -1.085713  0.292453  -1.178422  0.030
C  1.288667  0.196583  2.701098  0.000
O  0.584267  -0.720217  1.881708  0.010
H  0.569657  0.834313  3.215308  0.000
H  1.824527  -0.390557  3.446908  0.000
H  1.956547  0.869123  2.162828  -0.005
H  0.244737  -1.293357  2.572958  -0.004
C  -1.799013  2.545193  -3.065542  0.003
O  -0.509543  2.181183  -2.818712  0.001
H  -2.056073  2.193173  -4.064592  0.001
H  -2.461483  1.973233  -2.415852  -0.003
H  -2.035943  3.599813  -2.925062  0.000
H  0.056157  2.900323  -3.109272  0.000
C  -0.172273  -1.433397  -3.114192  -0.001
O  0.792287  -0.764567  -2.312632  -0.019
H  0.337817  -2.190787  -3.709392  0.002
H  -0.962123  -1.969547  -2.588082  0.000
H  -0.758443  -0.701047  -3.669312  0.001
H  1.312997  -0.335667  -2.995642  0.006
C  1.772177  2.379233  -0.876002  0.004
O  0.874767  1.520953  -0.128892  -0.021
H  2.697397  2.432313  -0.302202  0.000
H  2.131747  1.885503  -1.778792  0.000
H  1.342977  3.349623  -1.125492  0.001
H  0.314037  2.153063  0.326758  0.000
C  2.738887  -3.681797  3.148918  0.000
O  3.009997  -2.707437  2.208178  0.002
H  3.404367  -3.560837  4.003668  0.000
H  1.753217  -3.561627  3.598478  0.000
H  2.789167  -4.657277  2.665168  0.000
H  3.949427  -2.806307  2.036988  0.000
C  3.694267  -1.102477  -1.067782  0.002
O  2.744817  -0.502387  -0.139682  -0.013
H  4.529567  -1.488397  -0.483452  0.000
H  3.262777  -1.909227  -1.660302  -0.001
H  4.120527  -0.275037  -1.635002  0.002
H  3.296997  0.002503  0.461808  0.009
C  -2.556543  -4.712317  -3.290532  0.000
O  -2.266413  -4.427487  -1.915622  0.001
H  -3.526933  -5.206757  -3.334992  0.000
H  -2.596543  -3.824597  -3.921772  0.000
H  -1.753633  -5.302857  -3.731782  0.000
H  -2.904923  -3.744107  -1.699062  0.001
C  -0.086963  -3.355667  0.720978  0.003
O  0.717197  -2.596697  -0.135252  -0.019
H  -1.073973  -2.927357  0.895488  0.005
H  -0.270203  -4.327617  0.262908  0.000
H  0.365777  -3.535427  1.696078  0.002
H  1.241217  -3.269637  -0.575902  0.006
C  3.071437  -4.987777  -0.859372  0.000
O  1.927747  -4.623367  -1.623932  0.000
H  3.892457  -5.098187  -1.567762  0.000
H  3.343777  -4.286557  -0.070562  0.000
H  2.952907  -6.003277  -0.481442  0.000
H  1.777767  -5.400927  -2.166612  0.000
C  -2.306133  -0.473577  3.778418  -0.002
C  -2.015463  -1.962717  4.065708  0.001
C  -2.839193  -2.886707  3.196488  0.001
O  -0.656983  -2.170827  3.815428  0.001
H  -1.645303  0.217423  4.301778  -0.001
H  -3.332563  -0.192447  4.014038  0.000
H  -2.177703  -0.289617  2.711758  0.009
H  -2.337283  -2.344427  5.034638  0.000
H  -3.793153  -3.070247  3.690828  0.000
H  -2.449793  -3.879227  2.969848  0.000
H  -3.055433  -2.372427  2.260078  0.002
H  -0.345483  -2.936907  4.302958  0.000
C  -4.805763  3.728593  3.079698  0.000
C  -3.796843  2.648493  2.765808  0.001
C  -3.637003  2.491283  1.228678  0.006
O  -2.540983  2.900253  3.355568  -0.001
H  -5.139173  3.821433  4.113298  0.000
H  -5.777903  3.504173  2.640748  0.000
H  -4.521293  4.675633  2.621128  0.000
H  -4.198603  1.703963  3.132638  0.000
H  -3.032203  3.309253  0.837238  0.000
H  -4.621833  2.461963  0.762458  0.000
H  -3.079973  1.564833  1.089018  0.013
H  -2.614963  2.886763  4.312628  0.000
C  -1.358003  5.461453  1.141078  0.000
C  -0.162753  4.697273  1.639898  0.000
C  0.169797  4.870203  3.143958  0.000
O  -0.333273  3.327613  1.414598  0.002
H  -2.140243  5.364373  1.893938  0.000
H  -1.609633  5.157453  0.125028  0.000
H  -0.973693  6.481113  1.167528  0.000
H  0.747327  4.885443  1.070298  0.000
H  0.540517  5.850233  3.444318  0.000
H  0.878087  4.086183  3.411818  0.000
H  -0.730053  4.774783  3.751618  0.000
H  -1.002573  3.076683  2.055428  0.000
C  6.800637  1.322263  1.257228  0.000
C  5.706347  0.441633  1.817108  0.000
C  5.666807  0.413693  3.352718  0.000
O  4.449917  0.904913  1.334938  0.000
H  6.599547  2.362303  1.514108  0.000
H  6.959927  1.280913  0.179728  0.000
H  7.735587  1.083383  1.764098  0.000
H  5.817237  -0.599427  1.513798  0.000
H  6.583017  0.112903  3.860818  0.000
H  4.894497  -0.269107  3.706878  0.000
H  5.510247  1.376553  3.838998  0.000
H  4.444537  1.820223  1.624398  0.000
C  3.312247  2.048593  -5.489392  0.000
C  2.016257  1.445093  -4.886072  0.000
C  0.863097  1.252903  -5.871772  0.000
O  2.316467  0.225073  -4.304002  0.000
H  3.472737  1.566763  -6.453852  0.000
H  4.126927  1.846363  -4.794052  0.000
H  3.170697  3.127233  -5.557162  0.000
H  1.744287  2.173153  -4.121822  0.000
H  1.137577  0.538933  -6.648312  0.000
H  0.623427  2.209963  -6.335102  0.000
H  -0.031083  0.897933  -5.359382  0.000
H  2.626977  -0.320097  -5.030622  0.000
C  -5.633293  -0.800727  -1.026022  0.000
C  -4.853103  -1.717117  -1.922892  0.000
C  -4.548263  -1.135357  -3.310922  -0.001
O  -3.624293  -2.018687  -1.342382  0.001
H  -5.067953  0.110493  -0.830652  -0.001
H  -5.775563  -1.319307  -0.077902  0.000
H  -6.653453  -0.481117  -1.238712  0.000
H  -5.285453  -2.715657  -1.986892  0.000
H  -5.450453  -0.863117  -3.858682  0.000
H  -3.886763  -1.777437  -3.892512  0.000
H  -3.879253  -0.282377  -3.197152  0.000
H  -3.118553  -1.219527  -1.177552  0.010

Forces on atoms 1 to 6 (eV/Å):
3.6 -0.3 0.1
-1.1 0.5 -0.4
-3.2 0.6 0.5
1.1 1.4 3.5
0.6 -4.1 -0.4
1.1 2.4 -3.1

Its HOMO energy (alpha / beta) is -13.778 / -13.778 eV. The total energy is -3278.70883 hartree. The spin multiplicity is 4. As for the charge: +2. The HOMO-LUMO gap (alpha / beta) comes out at 7.3 / 8.3 eV.

***

C23H26NOPdSSeSi | ωB97M-V with the def2-TZVPD basis set

Last column: natural (NBO) charge in e.
Atoms and positions in Å:
Pd  -0.243698  -0.071064  0.678427  0.509
C  -0.546841  -1.912620  3.576099  -1.139
Si  0.119627  -0.212855  3.064540  1.614
C  1.909116  0.031047  3.591219  -1.135
C  -1.000322  1.161666  3.736657  -1.136
H  -0.366009  -2.017783  4.649066  0.273
H  -0.034733  -2.729341  3.065664  0.259
H  -1.618847  -2.008037  3.400629  0.242
H  1.946092  0.114376  4.680697  0.262
H  2.333283  0.933219  3.155430  0.281
H  2.528243  -0.810133  3.282234  0.269
H  -0.998363  1.083937  4.826873  0.268
H  -2.031655  1.068501  3.393506  0.244
H  -0.624091  2.145593  3.455682  0.261
Se  1.173636  -0.474501  -1.286947  -0.150
C  2.355667  0.036983  -0.004575  -0.043
N  3.147625  0.329316  0.787751  -0.356
O  0.053388  2.199153  0.554357  -1.039
S  -0.024655  2.885548  -0.791939  1.271
C  0.190223  4.632616  -0.430511  -0.170
C  -0.125262  5.123698  0.824318  -0.232
C  0.022785  6.480239  1.065025  -0.193
C  0.483667  7.318531  0.058249  -0.184
C  0.816820  6.805823  -1.187367  -0.183
C  0.676234  5.449442  -1.438567  -0.238
C  -1.787538  2.939173  -1.163598  -0.179
C  -2.699905  2.975494  -0.120418  -0.243
C  -4.054603  2.983268  -0.413110  -0.204
C  -4.481756  2.940602  -1.735363  -0.193
C  -3.557821  2.907377  -2.770936  -0.189
C  -2.198909  2.906490  -2.486122  -0.247
H  -0.466067  4.450434  1.599850  0.230
H  -0.217217  6.884529  2.039302  0.227
H  0.590219  8.378113  0.248792  0.229
H  1.196021  7.461152  -1.959744  0.229
H  0.941730  5.032572  -2.402871  0.228
H  -2.350416  2.986567  0.904448  0.233
H  -4.780391  3.021919  0.388749  0.228
H  -5.540267  2.929430  -1.959086  0.231
H  -3.898789  2.883856  -3.797272  0.231
H  -1.466768  2.876815  -3.285024  0.232
C  -2.310863  -0.722500  -0.297025  -0.249
C  -1.940515  -1.970186  -0.861844  -0.164
C  -1.595628  -2.062086  -2.233750  -0.138
C  -1.269394  -3.272266  -2.795506  -0.207
C  -1.272819  -4.430754  -2.016693  -0.117
C  -1.611567  -4.365589  -0.667193  -0.236
C  -1.939447  -3.159024  -0.092344  -0.082
H  -2.847771  -0.732468  0.647567  0.223
H  -2.540244  0.085505  -0.979584  0.234
H  -1.616455  -1.160982  -2.837464  0.224
H  -1.016257  -3.334124  -3.845450  0.237
H  -1.026929  -5.383211  -2.465992  0.235
H  -1.626383  -5.268304  -0.071177  0.235
H  -2.218981  -3.106156  0.953643  0.207

Forces on atoms 1 to 6 (eV/Å):
-1.1 0.4 0.3
0.1 0.4 -0.7
0.0 0.1 1.2
-0.4 -0.1 -0.6
0.2 -0.3 -0.7
0.1 0.1 0.0

Its HOMO energy (alpha / beta) is -10.843 / -10.806 eV. The total energy is -4238.70064 hartree. As for the charge: +1. The calculation puts the relative energy (zero: lowest compared OMol25 entry of this formula, charge and spin) at 37.7 kcal per mole. The HOMO-LUMO gap (alpha / beta) comes out at 5.3 / 5.3 eV.